(1)
Here is a structure of composition C5H6O in a non-equilibrium geometry from the OMol25 dataset. Energies are from the ωB97M-V functional and the def2-TZVPD basis.

HOMO-LUMO gap in eV: 9.9269
ΔE to the lowest compared entry with this formula, charge and spin in eV: 6.049
HOMO in eV: -8.80

ORCA input file:
```
! RIJCOSX wB97M-V def2-TZVPD def2/J DEFGRID3
* xyz 0 1
C -0.78879 1.10507 0.35956
C 0.34692 -0.17005 0.87945
C -0.29844 -1.06372 -0.13710
O 0.96774 -1.42874 -0.75283
C 1.07466 0.00568 -0.46343
C -0.36913 0.31580 -0.85205
H -0.07927 1.41380 1.12610
H -1.84316 0.99726 0.62032
H 0.88414 -0.46224 1.79782
H -1.08438 -1.78653 0.08302
H 1.99714 0.52909 -0.73106
H -0.73119 0.41924 -1.87571
*
```

(2)
Here is an isolated molecule of C5H6O from the OMol25 dataset. Energies are from the ωB97M-V functional and the def2-TZVPD basis.

HOMO-LUMO gap in eV: 10.7167
ΔE to the lowest compared entry with this formula, charge and spin in eV: 2.571
SMILES: C#C[C@@H]1C[C@@H]1O
HOMO in eV: -9.69

ORCA input file:
```
! RIJCOSX wB97M-V def2-TZVPD def2/J DEFGRID3
* xyz 0 1
C 2.29951 0.55782 -0.54927
C 1.35434 0.12448 0.06046
C 0.18173 -0.47402 0.64481
C -0.81802 -0.98545 -0.37728
C -1.15685 0.20182 0.45974
O -1.26815 1.47377 -0.08233
H 3.13635 0.87142 -1.12734
H 0.33950 -1.03473 1.56052
H -0.54514 -0.79061 -1.41024
H -1.30567 -1.93588 -0.20233
H -1.87277 0.04092 1.25953
H -0.37756 1.81123 -0.24974
*
```

(3)
Here is an isolated molecule of C5H6O from the OMol25 dataset. Energies are from the ωB97M-V functional and the def2-TZVPD basis.

HOMO-LUMO gap (alpha / beta) in eV: 8.3027 / 8.3005
ΔE to the lowest compared entry with this formula, charge and spin in eV: 6.894
HOMO (alpha / beta) in eV: -8.96 / -8.96

ORCA input file:
```
! RIJCOSX wB97M-V def2-TZVPD def2/J DEFGRID3
* xyz 0 1
C 1.72538 -0.31055 -0.62403
C -0.37484 -0.79315 0.70946
C -0.27526 0.75540 0.60396
O -1.56022 0.78841 -0.08358
C -0.85404 -0.33459 -0.68678
C 0.47567 0.49127 -0.72091
H 0.58508 -1.35844 0.66480
H 2.25117 0.09863 0.26738
H -1.07209 -1.24271 1.41862
H -0.09128 1.50668 1.37749
H -1.38547 -0.89432 -1.46057
H 0.57590 1.29338 -1.46586
*
```

(4)
Here is a structure of composition C5H6O2 in a non-equilibrium geometry from the OMol25 dataset. Energies are from the ωB97M-V functional and the def2-TZVPD basis.

HOMO-LUMO gap in eV: 10.5063
ΔE to the lowest compared entry with this formula, charge and spin in eV: 4.254
HOMO in eV: -9.56

ORCA input file:
```
! RIJCOSX wB97M-V def2-TZVPD def2/J DEFGRID3
* xyz 0 1
C 0.32823 1.04069 -0.56306
C 1.11991 0.17270 0.43461
C -0.25870 -1.09910 -0.28670
C -0.95342 0.20842 -0.42280
C -0.78825 -0.41852 0.87722
H 0.01183 2.02861 -0.18935
H 0.92461 0.69315 -1.60347
H 2.19527 0.44221 0.64525
H -0.57784 -1.91921 -0.67459
H -1.95817 0.35056 -0.89778
H -1.54781 -0.58886 1.55870
O 1.18493 -1.06435 -0.26824
O 0.31940 0.15370 1.39020
*
```

(5)
Here is a structure of composition C5H6O2 from the OMol25 dataset. Energies are from the ωB97M-V functional and the def2-TZVPD basis.

HOMO-LUMO gap in eV: 8.7942
ΔE to the lowest compared entry with this formula, charge and spin in eV: 5.217
HOMO in eV: -9.38

ORCA input file:
```
! RIJCOSX wB97M-V def2-TZVPD def2/J DEFGRID3
* xyz 0 1
C 0.46354 -1.12070 -0.27901
C 1.21873 -0.02050 0.56129
O 1.31834 0.76271 -0.66611
C 0.03761 0.17082 -0.98698
C -0.82461 0.83613 0.11174
O -2.08204 0.24092 0.34664
C 0.04849 0.49008 1.30441
H 1.20355 -1.70641 -0.82879
H -0.31397 -1.74908 0.16214
H 2.16047 -0.21644 1.07308
H -0.23011 0.24749 -2.04277
H -0.89163 1.92157 -0.06904
H -2.10837 0.14342 1.31339
*
```

(6)
Here is a structure of composition C5H6O2 from the OMol25 dataset. Energies are from the ωB97M-V functional and the def2-TZVPD basis.

HOMO-LUMO gap in eV: 9.8220
ΔE to the lowest compared entry with this formula, charge and spin in eV: 2.906
HOMO in eV: -8.80

ORCA input file:
```
! RIJCOSX wB97M-V def2-TZVPD def2/J DEFGRID3
* xyz 0 1
C 1.02953 0.03008 1.07533
O 0.14570 1.15583 1.05699
C -0.81662 0.90470 0.07679
C -0.42335 0.36728 -1.28961
O 0.88615 -0.17804 -1.28271
C 0.54680 -0.87292 -0.05527
C -0.95433 -0.54534 -0.21755
H 1.02140 -0.47633 2.05157
H 2.00717 0.45502 0.84600
H -1.66608 1.57453 0.14147
H -0.82802 0.69092 -2.24328
H 0.86964 -1.91741 -0.05992
H -1.81800 -1.18831 -0.09983
*
```

(7)
Here is an isolated molecule of C5H6O2 from the OMol25 dataset. Energies are from the ωB97M-V functional and the def2-TZVPD basis.

HOMO-LUMO gap in eV: 10.6825
ΔE to the lowest compared entry with this formula, charge and spin in eV: 2.440
SMILES: C#C[C@H](C=O)CO
HOMO in eV: -10.12

ORCA input file:
```
! RIJCOSX wB97M-V def2-TZVPD def2/J DEFGRID3
* xyz 0 1
C -0.91262 0.21122 -2.58220
C -0.40086 0.16850 -1.49274
C 0.29499 -0.02434 -0.22068
C 0.04797 -1.43007 0.31228
O 0.52339 -1.81575 1.35541
C -0.01481 0.97397 0.92658
O 1.01383 0.93685 1.87871
H -1.34412 0.24362 -3.55894
H 1.37467 0.07572 -0.39642
H -0.62803 -2.07506 -0.28186
H -0.99285 0.73289 1.37204
H -0.06591 1.99281 0.53553
H 1.10435 0.00964 2.15229
*
```

(8)
Here is an isolated molecule of C5H6O2 from the OMol25 dataset. Energies are from the ωB97M-V functional and the def2-TZVPD basis.

HOMO-LUMO gap in eV: 10.8145
ΔE to the lowest compared entry with this formula, charge and spin in eV: 2.420
SMILES: C#C[C@H](C=O)CO
HOMO in eV: -10.15

ORCA input file:
```
! RIJCOSX wB97M-V def2-TZVPD def2/J DEFGRID3
* xyz 0 1
C -2.52402 0.46726 -0.63967
C -1.33530 0.47441 -0.44829
C 0.09653 0.44751 -0.19294
C 0.67564 -0.52905 -1.21013
O 1.33405 -1.50253 -0.92449
C 0.47286 0.02928 1.24350
O 1.86975 -0.07756 1.33946
H -3.58233 0.54531 -0.72479
H 0.52401 1.44484 -0.38239
H 0.33682 -0.33536 -2.24811
H -0.03014 -0.91913 1.48671
H 0.14339 0.77534 1.97622
H 2.08932 -0.79333 0.72483
*
```

(9)
Here is an isolated molecule of C5H6O2 in a non-equilibrium geometry from the OMol25 dataset. Energies are from the ωB97M-V functional and the def2-TZVPD basis.

HOMO-LUMO gap (alpha / beta) in eV: 7.1830 / 8.2896
ΔE to the lowest compared entry with this formula, charge and spin in eV: 2.958
HOMO (alpha / beta) in eV: -7.62 / -8.00

ORCA input file:
```
! RIJCOSX wB97M-V def2-TZVPD def2/J DEFGRID3
* xyz 0 1
O 2.31197 1.24660 -1.47636
C 2.04765 0.74916 -0.38516
C 0.78344 0.21010 -0.05919
O 0.64636 -0.60735 1.01465
C -0.57219 -0.98961 1.18848
C -1.46775 -0.23477 0.27352
C -0.48109 0.14508 -0.85139
H 2.76189 0.76243 0.46309
H -0.32285 -0.61047 -1.63792
H -0.79459 -1.67428 1.99403
H -2.37931 -0.76966 0.00893
H -1.76651 0.69460 0.80351
H -0.76703 1.07818 -1.33618
*
```

(10)
Here is an isolated molecule of C5H6O2 from the OMol25 dataset. Energies are from the ωB97M-V functional and the def2-TZVPD basis.

HOMO-LUMO gap in eV: 10.2522
ΔE to the lowest compared entry with this formula, charge and spin in eV: 3.086
SMILES: O=CCC#CCO
HOMO in eV: -9.61

ORCA input file:
```
! RIJCOSX wB97M-V def2-TZVPD def2/J DEFGRID3
* xyz 0 1
O -2.67326 0.60965 -0.90831
C -1.65135 0.24955 -0.38794
C -1.61155 -0.44463 1.02254
C -0.18476 -0.60940 1.27101
C 0.97299 -0.48406 0.95443
C 2.02182 -0.08289 0.00301
O 1.41695 0.47685 -1.16989
H -0.64117 0.37018 -0.86421
H -2.10860 0.18723 1.76675
H -2.15969 -1.39268 0.97425
H 2.72590 0.62614 0.44685
H 2.57611 -0.95362 -0.34764
H 1.30899 1.43052 -1.05881
*
```

(11)
Here is an isolated molecule of C5H6O2 in a non-equilibrium geometry from the OMol25 dataset. Energies are from the ωB97M-V functional and the def2-TZVPD basis.

HOMO-LUMO gap in eV: 10.3365
ΔE to the lowest compared entry with this formula, charge and spin in eV: 2.274
SMILES: C#CC(=O)[C@@H](C)O
HOMO in eV: -10.43

ORCA input file:
```
! RIJCOSX wB97M-V def2-TZVPD def2/J DEFGRID3
* xyz 0 1
C 2.71962 0.59675 0.14682
C 1.73127 -0.03203 -0.12786
C 0.52929 -0.77393 -0.45430
O 0.52250 -1.67200 -1.27699
C -0.75422 -0.45276 0.26707
C -1.15874 1.00522 0.20893
O -1.74025 -1.31559 -0.18180
H 3.60536 1.14836 0.38377
H -0.43359 -0.69765 1.30889
H -2.07033 1.14123 0.79198
H -1.36576 1.29871 -0.81762
H -0.37391 1.65013 0.60880
H -1.21124 -1.89644 -0.85770
*
```

(12)
Here is a structure of composition C5H6O2 in a non-equilibrium geometry from the OMol25 dataset. Energies are from the ωB97M-V functional and the def2-TZVPD basis.

HOMO-LUMO gap in eV: 10.8270
ΔE to the lowest compared entry with this formula, charge and spin in eV: 3.860
HOMO in eV: -9.79

ORCA input file:
```
! RIJCOSX wB97M-V def2-TZVPD def2/J DEFGRID3
* xyz 0 1
C 1.05478 0.68379 0.36976
C -0.27133 0.24092 0.96917
O -0.95474 1.15841 0.03813
C 0.11726 0.75913 -0.85675
C -0.35279 -0.70799 -1.05981
O 0.51603 -1.68094 -0.50494
C -0.47203 -1.12399 0.34249
H 1.32295 1.67129 0.73607
H 1.88720 -0.01882 0.38007
H -0.60675 0.36990 1.99074
H 0.30439 1.45598 -1.68428
H -1.32997 -0.96099 -1.40007
H -1.21499 -1.84670 0.67943
*
```

Number 1: M 82.10 g mol⁻¹. Number 2: M 82.10 g mol⁻¹. Number 3: M 82.10 g mol⁻¹. Number 4: M 98.10 g mol⁻¹. Number 5: M 98.10 g mol⁻¹. Number 6: M 98.10 g mol⁻¹. Number 7: M 98.10 g mol⁻¹. Number 8: M 98.10 g mol⁻¹. Number 9: M 98.10 g mol⁻¹. Number 10: M 98.10 g mol⁻¹. Number 11: M 98.10 g mol⁻¹. Number 12: M 98.10 g mol⁻¹.